# 1
Below is a cluster of 2 separate species, C9H9IS in total in a non-equilibrium geometry, with properties calculated with the ωB97M-V functional and the def2-TZVPD basis.

Each atom is followed by the atoms it is bonded to, with distances in Å.
Element x y z (Å)
1 C 2.067 -2.180 0.447  C2 1.412, C3 1.387, H12 1.153
2 C 1.220 -2.548 -0.621  C1 1.412, C4 1.391, H13 1.151
3 C 2.376 -0.857 0.723  C1 1.387, C5 1.376, H14 1.143
4 C 0.687 -1.534 -1.410  C2 1.391, C6 1.422, H15 1.126
5 C 1.838 0.158 -0.035  C3 1.376, C6 1.389, H16 1.084
6 C 0.904 -0.190 -1.001  C4 1.422, C5 1.389, S10 1.703
7 C -1.816 1.778 1.089  C8 1.504, C9 1.482, H17 1.155, H18 1.096
8 C -2.759 2.344 0.063  C7 1.504, C9 1.508, H19 1.006, H20 1.039
9 C -1.976 1.085 -0.211  C7 1.482, C8 1.508, I11 2.087
10 S 0.288 1.151 -1.852  C6 1.703
11 I -2.512 -0.932 -0.219  C9 2.087
12 H 2.713 -2.864 1.114  C1 1.153
13 H 1.027 -3.682 -0.619  C2 1.151
14 H 3.123 -0.596 1.548  C3 1.143
15 H 0.055 -1.738 -2.319  C4 1.126
16 H 1.917 1.215 0.193  C5 1.084
17 H -0.888 2.458 1.198  C7 1.155
18 H -2.029 1.444 2.111  C7 1.096
19 H -3.750 2.261 0.215  C8 1.006
20 H -2.484 3.226 -0.413  C8 1.039

The net charge is 0. The value obtained for the maximum force is 3.47 eV Å⁻¹. The energy above the lowest of the compared OMol25 structures with the same formula, charge and spin comes out at 62.53 kcal/mol. The highest occupied orbital energy (spin up / spin down) comes out at -8.296 / -8.281 eV. Its gap between HOMO and LUMO (spin up / spin down) is 0.273 / 0.250 hartree.

Atomic partial charges in e from the Mulliken method, atoms 1 to 2:
1 C -0.238
2 C -0.197



# 2
Below is a cluster of 2 separate species, C9H9IS in total in a non-equilibrium geometry, with properties calculated with the ωB97M-V functional and the def2-TZVPD basis.

Each atom is followed by the atoms it is bonded to, with distances in Å.
Element x y z (Å)
1 C 1.870 1.801 -0.838  C2 1.387, C3 1.390, H12 1.077
2 C 1.850 1.325 0.465  C1 1.387, C4 1.377, H13 1.079
3 C 0.693 1.816 -1.577  C1 1.390, C5 1.376, H14 1.080
4 C 0.677 0.874 1.027  C2 1.377, C6 1.413, H15 1.081
5 C -0.485 1.362 -1.028  C3 1.376, C6 1.408, H16 1.081
6 C -0.531 0.887 0.296  C4 1.413, C5 1.408, C9 1.403
7 C -1.287 -2.298 0.150  C8 1.450, S10 1.565
8 C 0.061 -2.797 0.337  C7 1.450, H17 1.093, H18 1.092, H19 1.093
9 C -1.693 0.404 0.918  C6 1.403, I11 2.074, H20 1.075
10 S -2.641 -2.716 -0.516  C7 1.565
11 I -3.585 0.413 0.070  C9 2.074
12 H 2.785 2.159 -1.278  C1 1.077
13 H 2.757 1.317 1.048  C2 1.079
14 H 0.702 2.189 -2.590  C3 1.080
15 H 0.671 0.516 2.047  C4 1.081
16 H -1.393 1.385 -1.613  C5 1.081
17 H 0.046 -3.748 0.875  C8 1.093
18 H 0.683 -2.082 0.881  C8 1.092
19 H 0.515 -2.974 -0.642  C8 1.093
20 H -1.694 0.168 1.968  C9 1.075

The net charge is 0. The value obtained for the maximum force is 1.44 eV Å⁻¹. The energy above the lowest of the compared OMol25 structures with the same formula, charge and spin comes out at 33.49 kcal/mol. The highest occupied orbital energy (spin up / spin down) comes out at -7.106 / -7.183 eV. Its gap between HOMO and LUMO (spin up / spin down) is 0.240 / 0.261 hartree.

Atomic partial charges in e from the Mulliken method, atoms 1 to 2:
1 C -0.434
2 C -0.503



# 3
Below is the ion C9H9N2O2S with charge -1 in a non-equilibrium geometry, with properties calculated with the ωB97M-V functional and the def2-TZVPD basis.

Each atom is followed by the atoms it is bonded to, with distances in Å.
Element x y z (Å)
1 O -0.686 -2.729 0.423  C2 1.236
2 C -1.258 -1.635 0.352  O1 1.236, C3 1.441, N9 1.416
3 C -2.646 -1.536 -0.022  C2 1.441, C4 1.387, H15 1.143
4 C -3.588 -0.545 -0.257  C3 1.387, O5 1.246, N6 1.477
5 O -4.585 -0.686 -0.990  C4 1.246
6 N -3.280 0.800 0.270  C4 1.477, C7 1.172
7 C -3.428 1.937 0.028  N6 1.172, S8 1.561
8 S -3.179 3.472 0.164  C7 1.561
9 N -0.536 -0.528 0.861  C2 1.416, C10 1.277
10 C 0.675 -0.353 0.499  N9 1.277, C11 1.606, C14 1.517
11 C 1.483 -0.803 -0.814  C10 1.606, C12 1.530, H16 1.042, H17 1.083
12 C 2.568 0.264 -0.974  C11 1.530, C13 1.569, H18 1.108, H19 1.088
13 C 2.421 1.269 0.222  C12 1.569, C14 1.498, H20 1.156, H21 1.104
14 C 1.647 0.524 1.266  C10 1.517, C13 1.498, H22 1.091, H23 1.163
15 H -2.947 -2.600 -0.312  C3 1.143
16 H 0.863 -0.606 -1.628  C11 1.042
17 H 1.684 -1.846 -0.600  C11 1.083
18 H 2.339 0.684 -1.973  C12 1.108
19 H 3.566 -0.160 -1.071  C12 1.088
20 H 3.465 1.639 0.550  C13 1.156
21 H 1.898 2.229 0.062  C13 1.104
22 H 2.365 -0.013 1.887  C14 1.091
23 H 1.160 1.223 2.058  C14 1.163

The net charge is -1. The value obtained for the maximum force is 3.32 eV Å⁻¹. The SMILES is O=C(/C=C(/[O-])N=C=S)N=C1CCCC1. The energy above the lowest of the compared OMol25 structures with the same formula, charge and spin comes out at 38.00 kcal/mol. The highest occupied orbital energy comes out at -3.930 eV. Its gap between HOMO and LUMO is 0.256 hartree.

Atomic partial charges in e from the Mulliken method, atoms 1 to 2:
1 O -0.697
2 C 0.383



# 4
Below is a cluster of 2 separate species, C9H9N2O4 in total in a non-equilibrium geometry, with properties calculated with the ωB97M-V functional and the def2-TZVPD basis.

Each atom is followed by the atoms it is bonded to, with distances in Å.
Element x y z (Å)
1 C 0.945 0.802 -0.747  C3 1.410, C5 1.404, H16 1.082
2 C 1.120 -1.447 0.294  C4 1.364, C5 1.440, H17 1.134
3 C 2.334 1.009 -0.619  C1 1.410, C6 1.373, H18 1.101
4 C 2.455 -1.204 0.425  C2 1.364, C6 1.410, H19 1.090
5 C 0.342 -0.368 -0.260  C1 1.404, C2 1.440, C7 1.341
6 C 3.043 -0.005 -0.026  C3 1.373, C4 1.410, N11 1.463
7 C -0.989 -0.434 -0.107  C5 1.341, O15 1.219
8 C -4.291 0.158 -0.427  C9 1.567, H20 1.210, H21 1.115, H22 1.111
9 C -3.249 -0.526 0.523  C8 1.567, O15 1.481, H23 1.112, H24 1.136
10 N -1.085 1.767 0.728  O12 1.122
11 N 4.464 0.239 0.228  C6 1.463, O13 1.194, O14 1.200
12 O -0.038 2.080 0.474  N10 1.122
13 O 5.004 1.117 -0.374  N11 1.194
14 O 4.986 -0.451 1.060  N11 1.200
15 O -2.062 -1.000 -0.226  C7 1.219, C9 1.481
16 H 0.327 1.255 -1.512  C1 1.082
17 H 0.694 -2.440 0.637  C2 1.134
18 H 2.739 1.833 -1.227  C3 1.101
19 H 3.185 -1.851 0.913  C4 1.090
20 H -4.752 -0.679 -1.169  C8 1.210
21 H -5.058 0.575 0.267  C8 1.115
22 H -3.821 1.073 -0.846  C8 1.111
23 H -3.579 -1.578 0.670  C9 1.112
24 H -2.713 0.075 1.324  C9 1.136

The net charge is +1. The value obtained for the maximum force is 3.20 eV Å⁻¹. The energy above the lowest of the compared OMol25 structures with the same formula, charge and spin comes out at 21.42 kcal/mol. The highest occupied orbital energy comes out at -12.807 eV. Its gap between HOMO and LUMO is 0.270 hartree.

Atomic partial charges in e from the Mulliken method, atoms 1 to 2:
1 C -0.282
2 C -0.779



# 5
Below is an isolated molecule of C9H9N3O in a non-equilibrium geometry, with properties calculated with the ωB97M-V functional and the def2-TZVPD basis.

Each atom is followed by the atoms it is bonded to, with distances in Å.
Element x y z (Å)
1 C 1.496 -0.248 2.944  N2 1.505, H14 1.075, H15 1.043, H16 1.040
2 N 0.828 -0.186 1.597  C1 1.505, N3 1.253
3 N -0.420 -0.253 1.515  N2 1.253, O4 1.226, C5 1.521
4 O -1.259 -0.249 2.408  N3 1.226
5 C -1.047 -0.351 0.132  N3 1.521, C6 1.557, C10 1.540, H17 1.093
6 C -1.718 1.052 0.060  C5 1.557, C7 1.346, H18 1.083
7 C -1.644 1.889 -0.992  C6 1.346, C8 1.499, H19 1.114
8 C -0.871 1.494 -2.213  C7 1.499, C9 1.397, H20 1.088
9 C -0.130 0.313 -2.119  C8 1.397, C10 1.388, H21 1.140
10 C -0.058 -0.548 -1.033  C5 1.540, C9 1.388, C11 1.361
11 C 0.868 -1.544 -0.977  C10 1.361, C12 1.445, H22 1.116
12 C 1.754 -1.810 -2.088  C11 1.445, N13 1.160
13 N 2.389 -2.098 -3.015  C12 1.160
14 H 1.498 -1.291 3.201  C1 1.075
15 H 2.501 0.031 2.940  C1 1.043
16 H 0.946 0.222 3.692  C1 1.040
17 H -1.874 -1.066 0.134  C5 1.093
18 H -2.110 1.452 0.987  C6 1.083
19 H -2.278 2.797 -1.121  C7 1.114
20 H -0.738 2.282 -2.952  C8 1.088
21 H 0.599 0.233 -2.992  C9 1.140
22 H 1.269 -2.120 -0.109  C11 1.116

The net charge is 0. The value obtained for the maximum force is 6.12 eV Å⁻¹. The SMILES is C/N=[N+](\[O-])[C@H]1C=CC=C/C1=C\C#N. The energy above the lowest of the compared OMol25 structures with the same formula, charge and spin comes out at 119.43 kcal/mol. The highest occupied orbital energy comes out at -8.604 eV. Its gap between HOMO and LUMO is 0.280 hartree.

Atomic partial charges in e from the Mulliken method, atoms 1 to 2:
1 C -0.820
2 N -0.641



no.,molecular weight (u)
1,276.1
2,276.1
3,209.3
4,209.2
5,175.2